1.
{"formula": "F6H28O14P", "method": "the ωB97M-V functional and the def2-TZVPD basis", "homo_lumo_gap_ev": 9.7, "de_lowest_kj_mol": 166.14, "total_charge": -1, "energy_ev": -54722.972, "species": ["P", "F", "F", "F", "F", "F", "F", "O", "H", "H", "O", "H", "H", "O", "H", "H", "O", "H", "H", "O", "H", "H", "O", "H", "H", "O", "H", "H", "O", "H", "H", "O", "H", "H", "O", "H", "H", "O", "H", "H", "O", "H", "H", "O", "H", "H", "O", "H", "H"], "xyz": [[0.418600, 0.225376, -0.317297], [0.562320, 1.827496, 0.246063], [-0.794160, 0.086666, 0.729843], [-0.682510, 0.717806, -1.408357], [0.392970, -1.329714, -0.786057], [1.535760, 0.464056, -1.456487], [1.594940, -0.110844, 0.742373], [2.985740, -1.804214, 3.162373], [2.439960, -2.231574, 2.502293], [2.547960, -0.970134, 3.332353], [2.628050, 3.863956, 0.649633], [2.040140, 3.171876, 0.346953], [2.142120, 4.674706, 0.498633], [-2.098230, -2.019954, -0.622407], [-1.263990, -1.715874, -0.264907], [-2.637950, -1.231274, -0.676317], [-1.233270, 3.145956, 2.752783], [-1.777570, 3.913456, 2.928603], [-1.227650, 3.069206, 1.798683], [-3.483560, 0.498576, -0.367927], [-3.254210, 1.415476, -0.216567], [-4.133970, 0.299556, 0.305573], [1.545400, 0.748916, 3.362663], [1.431340, 1.423156, 2.692863], [0.996440, 1.039036, 4.091153], [-2.292030, 0.154516, -3.993857], [-2.126220, -0.639284, -4.502397], [-1.719660, 0.074636, -3.230817], [4.282450, 0.292586, -2.843247], [3.909370, 0.879736, -3.500737], [3.524660, -0.047174, -2.367277], [-0.417100, -4.090564, -1.370567], [-0.408530, -4.455094, -0.485537], [-1.087740, -3.408144, -1.342547], [0.644510, -1.377174, -3.444037], [0.559930, -2.178184, -2.926877], [0.537380, -0.669054, -2.808957], [-0.664610, 3.306326, -2.192517], [-0.952390, 4.107936, -1.755667], [-0.393470, 2.728406, -1.479267], [-3.339590, -1.341124, 2.644733], [-3.056800, -0.469874, 2.366913], [-3.039200, -1.413394, 3.550703], [-0.570630, -1.208274, 3.000013], [-0.979460, -0.988504, 2.162883], [0.174250, -0.610924, 3.067463], [2.571370, -2.635264, -1.073567], [2.005220, -3.344474, -0.769037], [2.163610, -1.839324, -0.732327]], "forces_ev_per_angstrom": [[1.474, 1.883, -0.012], [-0.236, -0.542, -0.810], [0.452, -0.524, -0.078], [0.171, -0.571, 0.281], [-1.018, 0.899, 0.980], [0.162, 0.575, 0.276], [-0.924, -0.384, -0.142], [0.357, -0.394, 0.237], [-0.123, -0.052, -0.197], [-0.143, 0.434, -0.064], [0.280, 0.215, 0.229], [-0.196, -0.409, -0.171], [-0.067, 0.173, -0.051], [-0.269, -0.718, -0.043], [-0.167, -0.106, 0.070], [-0.242, 0.417, -0.104], [0.023, -0.119, 0.207], [-0.110, 0.197, 0.118], [0.191, -0.184, -0.340], [-0.187, -0.107, 0.006], [0.249, 0.206, -0.168], [-0.305, -0.167, 0.178], [0.000, -0.204, 0.351], [0.065, 0.200, -0.457], [-0.112, 0.191, 0.305], [-0.427, 0.230, -0.193], [0.196, -0.196, -0.040], [0.206, -0.024, 0.210], [0.445, 0.065, -0.053], [-0.149, 0.092, -0.115], [-0.258, -0.195, 0.129], [0.674, -0.532, -0.281], [-0.092, -0.091, 0.190], [-0.630, 0.445, 0.023], [-0.252, 0.076, -0.781], [0.149, -0.291, 0.215], [0.143, 0.030, -0.141], [-0.130, 0.367, -0.207], [-0.033, 0.244, 0.005], [0.152, -0.308, 0.128], [-0.713, -0.097, -0.268], [0.201, 0.200, -0.002], [0.336, -0.032, 0.168], [-0.274, -0.525, 0.607], [0.004, -0.181, 0.020], [0.465, 0.261, -0.102], [0.803, -0.226, -0.069], [-0.293, -0.130, -0.081], [0.150, -0.091, 0.041]]}

2.
{"formula": "F6KN3O12S6", "method": "the ωB97M-V functional and the def2-TZVPD basis", "homo_lumo_gap_ev": 7.2, "de_lowest_kj_mol": 666.09, "total_charge": -2, "energy_ev": -126679.312, "species": ["K", "N", "S", "O", "O", "F", "S", "O", "O", "F", "N", "S", "O", "O", "F", "S", "O", "O", "F", "N", "S", "O", "O", "F", "S", "O", "O", "F"], "xyz": [[-0.014846, -0.800522, 0.015570], [-0.078632, 4.320117, -1.712499], [1.246278, 5.039744, -1.794686], [2.039019, 4.928708, -0.620929], [1.394589, 6.358060, -2.483121], [2.051546, 4.025080, -2.752104], [-0.938873, 5.672367, -0.991909], [-1.365994, 6.680170, -1.945140], [-0.684572, 5.981442, 0.430564], [-2.275087, 4.800061, -0.848476], [-2.860598, -3.471504, -3.628186], [-2.512119, -4.628739, -4.846892], [-3.005577, -4.619904, -6.165702], [-2.091295, -5.935518, -4.384871], [-0.978992, -4.053860, -5.113621], [-4.031074, -4.340904, -3.213494], [-3.859352, -5.465397, -2.221902], [-5.058769, -4.403741, -4.280663], [-4.768095, -3.217366, -2.257134], [3.111921, -0.624227, 4.356249], [2.274784, 0.137023, 5.716260], [3.048769, 1.403301, 6.062165], [1.588701, -0.663301, 6.742238], [1.087067, 0.797781, 4.813065], [3.852780, -1.624235, 5.251431], [3.164084, -2.803137, 5.695293], [4.957661, -1.192704, 6.086696], [4.706674, -2.298796, 4.091798]], "forces_ev_per_angstrom": [[0.023, 0.128, 0.014], [-3.675, 2.326, 1.125], [6.772, 2.885, -2.190], [0.306, 0.065, 1.185], [-1.116, -2.965, 1.156], [-0.713, -0.087, -0.446], [-3.120, -0.793, 1.111], [1.111, -1.028, 1.443], [0.339, -0.393, -3.367], [0.068, -0.136, -0.028], [2.404, -1.631, -2.914], [7.218, -0.946, -1.423], [-1.526, 1.218, -0.585], [-1.501, 0.841, 0.679], [-0.919, 0.671, 0.283], [-7.861, -1.588, 5.504], [-0.310, 3.105, -3.121], [1.860, -1.195, 1.754], [0.713, -0.415, -0.081], [-3.087, 2.263, 2.820], [0.666, 5.156, -0.334], [-2.471, -4.406, -0.401], [1.560, 1.552, -2.336], [0.424, -0.971, 0.490], [5.049, -5.254, 0.500], [-0.940, 0.633, 0.480], [-1.555, 0.842, 0.036], [0.284, 0.119, -1.355]]}

3.
{"formula": "F7NaO2P2", "method": "the ωB97M-V functional and the def2-TZVPD basis", "homo_lumo_gap_ev": 9.0, "de_lowest_kj_mol": 177.01, "energy_ev": -46119.691, "species": ["P", "F", "F", "F", "F", "O", "F", "P", "F", "O", "F", "Na"], "xyz": [[1.744881, 0.138556, -0.145468], [2.505916, 0.711432, -1.431435], [2.204200, -1.360218, -0.578944], [1.375423, 1.665632, 0.285865], [-0.214147, 0.471726, -1.261744], [0.424853, -0.488934, 0.623469], [2.879454, 0.130883, 0.990497], [-1.159987, -0.067060, 0.368223], [-1.232085, 0.837551, 1.662239], [-1.869428, -1.382897, 0.346790], [-2.343708, 0.847420, -0.347888], [-4.315374, -1.504092, -0.511602]], "forces_ev_per_angstrom": [[1.101, 0.260, 1.779], [-1.116, -0.574, 0.835], [-0.957, 1.084, -0.297], [-0.155, -0.924, -0.582], [-1.054, -0.410, 1.000], [0.289, 0.338, 0.273], [-0.934, -0.078, -0.909], [1.341, 0.262, -2.336], [-0.120, -0.575, -0.702], [-0.359, 0.588, 0.121], [0.792, -0.235, 0.497], [1.173, 0.265, 0.322]]}

4.
{"formula": "F8H4N4Na2O18S8", "method": "the ωB97M-V functional and the def2-TZVPD basis", "homo_lumo_gap_ev": 7.4, "de_lowest_kj_mol": 326.53, "total_charge": -2, "energy_ev": -160135.509, "species": ["Na", "Na", "N", "S", "O", "O", "F", "S", "O", "O", "F", "N", "S", "O", "O", "F", "S", "O", "O", "F", "N", "S", "O", "O", "F", "S", "O", "O", "F", "N", "S", "O", "O", "F", "S", "O", "O", "F", "O", "H", "H", "O", "H", "H"], "xyz": [[0.884153, 2.011557, 2.893653], [0.425664, -0.032770, 0.849169], [-0.943240, 0.345839, 2.715996], [-2.500757, 0.879015, 2.924418], [-2.857839, 1.403211, 4.241583], [-3.608639, 0.224350, 2.212710], [-2.195759, 2.279477, 2.174379], [-1.061905, -0.646115, 3.926274], [-1.872885, -1.850640, 3.785098], [-0.848832, -0.103680, 5.273724], [0.442751, -1.187535, 3.621883], [-4.029018, -1.744359, -1.017863], [-2.481289, -2.360429, -0.597461], [-1.664258, -1.436331, 0.261788], [-1.728353, -3.265462, -1.444245], [-3.058625, -3.367562, 0.446687], [-3.539994, -0.953534, -2.201418], [-3.118958, -1.644455, -3.357833], [-2.955700, 0.323757, -1.884495], [-5.007133, -0.515249, -2.704121], [2.401009, 1.277213, 1.196598], [3.860286, 0.589274, 1.843575], [4.490492, 1.487988, 2.715281], [4.643078, -0.334055, 1.005844], [3.143905, -0.371058, 2.879657], [3.141687, 1.931312, 0.033596], [3.422397, 1.118696, -1.176509], [4.142412, 2.984788, 0.287100], [1.897921, 2.841102, -0.429675], [0.161994, -0.287502, -4.014899], [0.575477, 1.325506, -3.955308], [1.686294, 1.640633, -4.835894], [0.423553, 2.082844, -2.726028], [-0.742249, 1.760893, -4.753438], [1.164745, -0.757161, -3.011546], [0.737596, -0.610384, -1.632771], [2.564552, -0.711154, -3.448872], [0.841798, -2.329295, -3.171000], [1.737317, -2.355712, 1.161032], [2.059768, -2.833202, 0.396667], [2.255950, -2.693367, 1.891270], [-0.934019, 2.197382, -0.481820], [-1.621072, 1.557466, -0.668123], [-0.334276, 2.128706, -1.224663]], "forces_ev_per_angstrom": [[-0.198, 0.101, -0.040], [-0.419, -1.078, -1.501], [-3.158, 0.959, 0.819], [-5.050, 3.891, -2.262], [1.125, -1.342, -1.284], [3.343, 1.061, 1.196], [-0.180, -0.765, -0.204], [4.037, -5.416, 4.329], [0.678, 2.639, 0.005], [-0.664, -0.410, -2.237], [-0.005, -0.236, 0.065], [3.204, -3.178, 2.758], [1.954, -0.376, 3.657], [-2.052, -1.626, -2.289], [-1.293, 1.626, 0.170], [-0.512, -0.256, 0.708], [-2.284, 5.087, -4.458], [1.227, -0.803, -0.590], [0.511, -0.469, 0.007], [-0.462, 0.260, 0.299], [2.300, -2.540, 3.102], [0.332, -4.254, 0.221], [0.828, 1.340, 0.632], [-2.059, 2.494, 1.577], [-0.589, -0.180, -0.164], [1.437, 4.730, -9.832], [-0.778, 1.327, 3.630], [-1.376, -2.220, 0.873], [0.140, -0.413, 0.471], [-1.000, 4.429, -1.263], [-1.506, 1.544, -2.939], [-1.426, -0.103, 1.271], [0.776, -1.172, -1.350], [0.526, 0.185, 0.009], [3.579, -6.290, 2.909], [1.167, 0.840, -0.103], [-1.973, 0.481, 1.491], [0.191, 0.128, -0.244], [-0.192, 0.285, 0.108], [-0.057, 0.040, -0.466], [0.064, 0.046, 0.264], [0.108, 0.018, 1.545], [-0.523, -0.331, -0.318], [0.230, -0.054, -0.572]]}

5.
{"formula": "FH14O7", "method": "the ωB97M-V functional and the def2-TZVPD basis", "homo_lumo_gap_ev": 10.7, "de_lowest_kj_mol": 16.20, "total_charge": -1, "energy_ev": -17280.764, "species": ["F", "O", "H", "H", "O", "H", "H", "O", "H", "H", "O", "H", "H", "O", "H", "H", "O", "H", "H", "O", "H", "H"], "xyz": [[-0.066000, -0.012545, 0.074000], [-2.726000, 0.231455, 1.011000], [-2.641000, 0.603455, 1.904000], [-1.835000, 0.078455, 0.672000], [-1.641000, -1.091545, -1.673000], [-1.093000, -0.614545, -0.997000], [-2.508000, -0.632545, -1.663000], [1.796000, -0.652545, 2.937000], [1.095000, -1.298545, 3.002000], [1.540000, -0.052545, 2.265000], [1.113000, -1.373545, -2.582000], [0.201000, -1.220545, -2.435000], [1.498000, -1.300545, -1.685000], [0.106000, 1.633455, 2.008000], [0.034000, 1.089455, 1.219000], [0.528000, 2.427455, 1.676000], [-0.622000, 1.642455, -1.810000], [-1.008000, 1.036455, -2.455000], [-0.213000, 1.021455, -1.105000], [2.266000, -0.828545, -0.013000], [2.824000, -0.149545, -0.382000], [1.352000, -0.536545, 0.032000]], "forces_ev_per_angstrom": [[-0.400, -0.156, 0.174], [-0.664, 0.043, 0.438], [0.318, -0.159, -0.628], [0.281, 0.150, 0.318], [-0.790, 0.520, 0.003], [-0.385, -0.566, -0.204], [0.848, -0.435, 0.103], [0.834, -0.980, 1.545], [-0.215, -0.058, -0.161], [-0.544, 0.944, -0.989], [1.719, -0.229, 0.106], [-1.667, 0.122, 0.004], [0.084, -0.163, -0.491], [0.219, 0.740, 0.792], [-0.271, -0.656, -0.673], [0.009, 0.250, 0.103], [0.664, -0.607, 0.758], [0.210, 0.082, 0.166], [-0.849, 1.236, -1.307], [1.537, -1.216, -0.008], [-0.108, 0.417, -0.123], [-0.831, 0.722, 0.074]]}

6.
{"formula": "FH2IP2", "method": "the ωB97M-V functional and the def2-TZVPD basis", "homo_lumo_gap_ev": [6.9, 6.2], "smiles": "F[P@@H](=P)I", "de_lowest_kj_mol": 165.60, "energy_ev": -29426.834, "species": ["F", "P", "P", "I", "H", "H"], "xyz": [[-0.689827, -1.310658, 0.730559], [-0.314480, 0.071799, 0.088956], [1.545203, -0.780317, -0.643192], [-2.939100, 0.812331, -0.119056], [0.224363, 0.801835, 1.152926], [2.173843, 0.405011, -1.210193]], "forces_ev_per_angstrom": [[-0.718, -0.402, 0.685], [0.972, -0.212, -0.568], [-0.063, 0.777, -0.786], [0.773, -0.110, -0.028], [-0.446, 0.323, 0.237], [-0.519, -0.377, 0.460]]}

7.
{"formula": "FH2NOS2", "method": "the ωB97M-V functional and the def2-TZVPD basis", "homo_lumo_gap_ev": 9.7, "de_lowest_kj_mol": 19.62, "energy_ev": -27953.814, "species": ["N", "O", "F", "S", "S", "H", "H"], "xyz": [[0.486678, -0.449546, -0.421062], [-2.311136, 1.936783, -0.319661], [1.028498, 0.807479, -1.055736], [-1.132275, -0.727496, -0.822234], [-2.225818, 0.676813, 0.452301], [0.957348, -1.321775, -0.793085], [-1.068690, 1.070296, 1.175039]], "forces_ev_per_angstrom": [[0.134, 0.109, 0.080], [-1.084, -0.308, -0.127], [-0.591, -2.129, 0.183], [0.099, 0.449, 0.213], [1.954, 1.593, -0.261], [0.129, 1.749, -0.044], [-0.639, -1.463, -0.044]]}

8.
{"formula": "FH3N2", "method": "the ωB97M-V functional and the def2-TZVPD basis", "homo_lumo_gap_ev": 11.8, "smiles": "NNF", "de_lowest_kj_mol": 1.03, "energy_ev": -5743.580, "species": ["N", "N", "F", "H", "H", "H"], "xyz": [[0.094372, 0.441541, -0.164341], [0.178929, -0.812439, -0.648540], [-1.105154, -1.618386, -0.548581], [-0.218397, 1.047953, -0.816103], [-0.298880, 0.388419, 0.750636], [0.633586, -1.332395, 0.097609]], "forces_ev_per_angstrom": [[0.870, -3.418, 1.990], [1.070, -0.868, -0.255], [-0.033, 0.887, 0.107], [-1.551, 2.479, -2.074], [-0.525, 1.145, 0.594], [0.168, -0.225, -0.362]]}

9.
{"formula": "FH3N2OS", "method": "the ωB97M-V functional and the def2-TZVPD basis", "homo_lumo_gap_ev": 10.1, "de_lowest_kj_mol": 388.21, "energy_ev": -18623.357, "species": ["N", "N", "O", "F", "S", "H", "H", "H"], "xyz": [[1.578364, 0.332055, -0.025996], [0.243287, -0.204819, -0.603284], [-0.670055, 0.481868, 0.099696], [0.143591, -1.710657, -0.019092], [-2.361290, 0.235191, -0.321648], [1.517580, 0.925313, 0.760515], [2.297285, 0.551193, -0.674252], [-2.748765, -0.610143, 0.784061]], "forces_ev_per_angstrom": [[-3.363, -2.634, -1.054], [3.525, -0.133, 1.174], [-1.348, 0.066, 0.710], [0.176, 2.122, -0.391], [0.970, -1.023, 1.368], [-0.719, 0.573, 0.771], [-0.142, -0.076, -1.060], [0.902, 1.105, -1.518]]}

10.
{"formula": "FH3N3P3", "method": "the ωB97M-V functional and the def2-TZVPD basis", "homo_lumo_gap_ev": [7.3, 7.3], "smiles": "N/P=N\\P/N=P\\F", "de_lowest_kj_mol": 3.25, "energy_ev": -35103.143, "species": ["N", "P", "N", "P", "N", "P", "F", "H", "H", "H"], "xyz": [[-0.821393, 0.086076, -0.890031], [0.516165, 0.868271, -1.536006], [1.559880, 0.705206, -0.366741], [1.503492, 0.091448, 1.148014], [0.659597, -1.284593, 1.032699], [-0.002384, -2.467872, 0.210856], [0.343587, -2.248897, -1.397079], [-1.598740, 0.058617, -1.549098], [-1.161720, 0.232321, 0.129542], [2.846066, -0.356583, 1.424089]], "forces_ev_per_angstrom": [[-2.345, 0.980, 1.106], [1.092, -0.682, 2.015], [0.461, 0.969, -1.992], [0.346, 1.958, 0.791], [-1.411, -5.141, -0.899], [1.723, 3.083, 0.345], [-0.133, -0.679, 1.071], [-0.058, 0.016, 0.409], [0.961, -0.300, -2.447], [-0.636, -0.204, -0.399]]}